No. 1
A structure of composition C31H38BiN8O2S2, computed with ωB97M-V/def2-TZVPD.

Cartesian coordinates (Å):
Bi 0.199 0.835 -1.087
C -3.143 -1.477 -3.310
C -2.338 -0.419 -2.652
N -1.004 -0.517 -2.711
N -0.448 -1.538 -3.397
C 0.908 -1.457 -3.357
O 1.560 -0.703 -2.546
C 1.651 -2.295 -4.347
C 3.042 -2.464 -4.278
C 3.743 -3.118 -5.257
C 3.085 -3.665 -6.362
C 1.692 -3.479 -6.506
C 1.007 -2.864 -5.469
C -2.899 0.802 -2.012
C -4.300 1.060 -2.018
C -4.790 2.128 -1.249
C -3.844 2.979 -0.638
C -2.504 2.695 -0.699
N -2.047 1.556 -1.302
H -2.528 -2.406 -3.285
H -4.054 -1.651 -2.731
H -3.470 -1.326 -4.361
H 3.470 -2.067 -3.359
H 4.809 -3.191 -5.131
H 3.627 -4.242 -7.113
H 1.210 -3.844 -7.387
H -0.048 -2.759 -5.500
H -4.991 0.415 -2.557
H -5.844 2.293 -1.110
H -4.126 3.814 -0.090
H -1.792 3.424 -0.318
C -0.353 -2.083 1.553
N 0.271 -2.870 2.588
C -0.393 -2.936 3.906
C 1.035 -4.068 2.213
C 1.941 -3.941 0.979
N 2.450 -2.585 0.784
C 3.128 -2.029 1.907
C 3.206 -2.410 -0.454
H -1.281 -2.568 1.151
H 0.391 -1.952 0.756
H -0.656 -1.105 1.942
H -1.263 -3.676 3.942
H -0.829 -1.957 4.189
H 0.403 -3.262 4.593
H 0.378 -4.919 2.012
H 1.648 -4.298 3.106
H 1.346 -4.233 0.050
H 2.720 -4.738 1.058
H 4.052 -2.602 2.083
H 2.456 -2.031 2.780
H 3.435 -1.052 1.648
H 4.259 -2.787 -0.401
H 3.238 -1.382 -0.726
H 2.660 -3.002 -1.260
O 1.265 2.415 0.354
N 1.437 3.646 -0.225
C 1.545 4.738 0.603
C 1.839 5.986 0.131
C 2.133 6.078 -1.248
C 1.859 5.027 -2.129
C 1.383 3.828 -1.600
S 0.967 2.556 -2.696
H 1.447 4.506 1.639
H 1.963 6.826 0.852
H 2.492 7.072 -1.513
H 1.933 5.105 -3.248
N -2.094 3.732 6.817
C -2.779 2.707 6.219
S -4.115 1.917 6.871
C -2.243 2.227 4.961
C -3.049 1.449 4.078
C -2.520 1.090 2.836
N -1.229 1.254 2.493
C -0.495 1.953 3.319
C -0.931 2.495 4.529
H -2.585 4.175 7.544
H -1.386 4.295 6.348
H -4.054 1.201 4.495
H -3.128 0.560 2.083
H 0.522 2.102 3.010
H -0.249 3.031 5.221

Output
Kohn-Sham gap (alpha / beta) (eV): 4.1 / 6.3
HOMO energy (alpha / beta) (Eh): -0.179 / -0.263
Relative energy (zero: lowest compared OMol25 entry of this formula, charge and spin) (kJ/mol): 21.0
Multiplicity: 2


No. 2
A cluster of 7 separate species, C31H38BrN2O22P in total, computed with ωB97M-V/def2-TZVPD.

Cartesian coordinates (Å):
C 5.492 -0.618 2.658
C 4.634 0.134 1.664
O 4.226 -0.436 0.678
O 4.299 1.451 1.896
C 3.139 1.507 2.789
C 2.435 2.829 2.513
C 1.287 2.736 1.483
N 0.401 1.617 1.789
C 0.358 0.583 0.836
O 1.112 0.358 -0.076
C -0.901 -0.194 1.145
C -1.297 -1.444 0.796
Br -0.155 -2.515 -0.271
C -2.530 -1.860 1.237
C -3.342 -1.042 1.978
C -2.941 0.222 2.346
P -4.024 1.305 3.355
N -5.094 0.394 4.079
C -1.705 0.621 1.921
C -0.938 1.899 2.150
O -1.349 2.963 2.547
H 4.906 -1.259 3.322
H 6.042 0.074 3.303
H 6.218 -1.238 2.135
H 2.536 0.623 2.566
H 3.517 1.445 3.813
H 2.089 3.314 3.430
H 3.186 3.498 2.081
H 0.756 3.689 1.453
H 1.755 2.619 0.503
H -2.867 -2.857 0.978
H -4.318 -1.397 2.288
H -4.650 2.246 2.533
H -3.159 1.935 4.275
H -6.031 0.690 3.831
O 2.009 -6.687 -0.702
C 2.804 -5.804 -0.750
O 2.617 -4.637 -1.419
C 3.681 -3.746 -1.051
C 4.764 -4.703 -0.616
O 4.015 -5.829 -0.147
H 3.977 -3.127 -1.894
H 3.338 -3.100 -0.242
H 5.399 -5.024 -1.444
H 5.391 -4.299 0.174
O -1.574 9.594 1.953
C -1.529 8.452 1.635
O -1.534 7.409 2.499
C -1.702 6.209 1.733
C -1.196 6.614 0.372
O -1.466 8.017 0.345
H -1.135 5.389 2.166
H -2.754 5.944 1.724
H -0.120 6.459 0.260
H -1.713 6.104 -0.438
O 9.627 0.753 3.544
C 9.243 1.499 2.707
O 8.300 1.192 1.778
C 7.940 2.403 1.106
C 9.162 3.267 1.314
O 9.684 2.773 2.549
H 7.729 2.214 0.056
H 7.047 2.816 1.578
H 9.912 3.128 0.533
H 8.923 4.325 1.391
O -4.602 3.691 1.113
C -4.945 4.508 0.319
O -5.919 4.330 -0.598
C -6.187 5.600 -1.204
C -4.893 6.346 -0.979
O -4.396 5.743 0.222
H -6.431 5.483 -2.256
H -7.033 6.063 -0.692
H -4.170 6.185 -1.781
H -5.038 7.415 -0.845
O -3.128 -5.266 -4.195
C -1.975 -5.416 -3.937
O -1.476 -5.493 -2.686
C -0.103 -5.902 -2.785
C 0.261 -5.465 -4.182
O -0.996 -5.531 -4.865
H 0.498 -5.425 -2.026
H -0.047 -6.983 -2.654
H 0.628 -4.437 -4.217
H 0.993 -6.118 -4.651
O -8.279 -9.083 -4.996
C -7.504 -8.188 -5.068
O -7.728 -7.030 -5.744
C -6.676 -6.119 -5.411
C -5.563 -7.044 -4.987
O -6.278 -8.181 -4.488
H -6.411 -5.504 -6.267
H -7.013 -5.472 -4.599
H -4.939 -7.360 -5.826
H -4.930 -6.614 -4.220

Output
Kohn-Sham gap (eV): 7.9
HOMO energy (Eh): -0.318
SMILES: CC(=O)OCCCN1C(=O)c2c(Br)ccc([PH2]=N)c2C1=O.O=C1OCCO1.O=C1OCCO1.O=C1OCCO1.O=C1OCCO1.O=C1OCCO1.O=C1OCCO1
Multiplicity: 1


No. 3
A structure of composition C31H38FN5O3PtSi, computed with ωB97M-V/def2-TZVPD.

Cartesian coordinates (Å):
Pt -0.004 -0.101 -0.011
C -0.077 2.616 -2.985
O -0.563 2.157 -1.719
C -1.885 2.298 -1.458
C -2.812 2.813 -2.356
C -4.128 2.992 -1.958
C -4.543 2.673 -0.669
C -3.629 2.159 0.226
C -2.308 1.949 -0.168
N -1.388 1.354 0.738
N -1.505 1.808 1.911
C -0.831 1.300 2.988
C -0.167 -0.020 3.044
O -0.168 -0.801 2.069
C 0.436 -0.444 4.286
C 0.376 0.344 5.370
C -0.299 1.627 5.360
C -0.364 2.393 6.508
C -1.033 3.617 6.505
C -1.642 4.082 5.341
C -1.585 3.338 4.183
C -0.912 2.092 4.166
H -0.327 3.667 -3.127
H -0.489 2.016 -3.796
H 1.001 2.497 -2.951
H -2.513 3.090 -3.355
H -4.840 3.392 -2.668
H -5.574 2.813 -0.376
H -3.925 1.871 1.225
H 0.922 -1.408 4.293
H 0.834 0.023 6.297
H 0.104 2.034 7.416
H -1.080 4.204 7.412
H -2.164 5.029 5.348
H -2.057 3.694 3.280
C -3.237 -1.435 0.040
Si -2.126 -2.083 -1.307
C -1.913 -0.962 -2.775
C -2.855 -3.683 -1.893
N -0.461 -2.137 -0.560
C 0.389 -3.145 -0.371
C 0.069 -4.490 -0.761
C 0.930 -5.532 -0.561
C 2.175 -5.311 0.040
C 2.548 -4.029 0.434
C 1.685 -2.989 0.230
F 2.085 -1.767 0.621
H -3.947 -0.712 -0.368
H -2.703 -0.965 0.867
H -3.814 -2.264 0.455
H -2.797 -0.332 -2.906
H -1.804 -1.567 -3.678
H -1.036 -0.319 -2.703
H -3.854 -3.431 -2.264
H -2.992 -4.419 -1.099
H -2.311 -4.140 -2.721
H -0.886 -4.668 -1.225
H 0.647 -6.529 -0.866
H 2.854 -6.137 0.202
H 3.505 -3.835 0.899
C 2.630 1.760 -0.061
N 3.316 0.805 -0.913
C 4.708 0.538 -0.557
C 2.627 0.043 -1.787
O 1.387 -0.179 -1.650
N 3.277 -0.522 -2.818
C 2.632 -1.590 -3.572
C 4.396 0.123 -3.500
H 3.219 2.676 -0.002
H 2.503 1.367 0.954
H 1.661 2.023 -0.486
H 4.771 0.453 0.529
H 5.374 1.339 -0.879
H 5.035 -0.400 -0.995
H 1.926 -2.122 -2.941
H 3.400 -2.280 -3.919
H 2.101 -1.192 -4.440
H 4.628 1.079 -3.042
H 4.115 0.301 -4.539
H 5.285 -0.508 -3.484

Output
Kohn-Sham gap (alpha / beta) (eV): 7.1 / 5.4
Charge: +2
HOMO energy (alpha / beta) (Eh): -0.491 / -0.504
Relative energy (zero: lowest compared OMol25 entry of this formula, charge and spin) (kJ/mol): 0.0
Multiplicity: 5


No. 4
A structure of composition C31H38MnN5O3S2Si2, computed with ωB97M-V/def2-TZVPD.

Cartesian coordinates (Å):
Mn -0.317 0.252 -0.143
O -2.232 -5.298 -0.990
C -2.916 -4.318 -1.595
C -4.141 -4.650 -2.180
C -4.893 -3.693 -2.826
C -4.445 -2.374 -2.906
C -3.242 -2.040 -2.321
C -2.460 -2.990 -1.653
C -1.197 -2.575 -1.014
O -0.958 -1.289 -0.973
N -0.430 -3.487 -0.519
N 0.713 -3.040 0.132
C 1.441 -4.015 0.509
S 2.915 -3.725 1.428
C 3.596 -5.379 1.150
C 2.437 -6.356 1.201
S 1.102 -5.707 0.163
H -1.395 -4.911 -0.647
H -4.470 -5.678 -2.113
H -5.836 -3.973 -3.278
H -5.028 -1.627 -3.427
H -2.873 -1.025 -2.379
H 4.318 -5.571 1.943
H 4.101 -5.414 0.186
H 2.076 -6.481 2.221
H 2.721 -7.328 0.802
O 0.036 0.030 1.602
C 1.172 -0.173 2.281
C 1.063 -0.257 3.672
C 2.185 -0.466 4.444
C 3.442 -0.581 3.853
C 3.552 -0.501 2.484
C 2.426 -0.303 1.676
C 2.544 -0.227 0.233
N 1.562 0.021 -0.629
C 2.075 -0.116 -1.907
C 3.389 -0.412 -1.812
N 3.668 -0.465 -0.464
H 0.081 -0.164 4.115
H 2.085 -0.538 5.519
H 4.322 -0.736 4.461
H 4.534 -0.592 2.035
H 1.465 -0.010 -2.785
H 4.134 -0.595 -2.564
H 4.541 -0.757 -0.060
C -0.301 3.012 2.903
Si 0.527 3.364 1.259
C 2.357 2.980 1.321
C 0.342 5.181 0.832
C -0.393 2.415 -0.124
C -1.846 2.261 0.184
C -2.847 3.206 0.375
C -4.129 2.747 0.629
C -4.401 1.381 0.679
C -3.367 0.494 0.475
N -2.136 0.956 0.246
Si -0.162 2.858 -1.960
C -0.889 1.422 -2.954
C 1.624 3.204 -2.390
C -1.191 4.359 -2.384
H 0.443 2.723 3.648
H -1.024 2.196 2.838
H -0.821 3.895 3.279
H 2.884 3.867 1.682
H 2.785 2.721 0.353
H 2.570 2.170 2.019
H 0.844 5.760 1.612
H -0.696 5.515 0.801
H 0.817 5.437 -0.118
H -2.628 4.262 0.319
H -4.930 3.458 0.785
H -5.399 1.014 0.869
H -3.491 -0.581 0.485
H -0.754 0.397 -2.588
H -0.483 1.422 -3.968
H -1.970 1.560 -3.040
H 1.815 2.958 -3.437
H 2.334 2.641 -1.788
H 1.840 4.267 -2.261
H -2.260 4.180 -2.269
H -1.010 4.594 -3.437
H -0.918 5.239 -1.801

Output
Kohn-Sham gap (alpha / beta) (eV): 4.9 / 6.5
Charge: +1
HOMO energy (alpha / beta) (Eh): -0.363 / -0.363
Relative energy (zero: lowest compared OMol25 entry of this formula, charge and spin) (kJ/mol): 0.0
Multiplicity: 4


No. 5
A structure of composition C31H38NO2V, computed with ωB97M-V/def2-TZVPD.

Cartesian coordinates (Å):
O 0.453 0.324 -7.751
C 0.327 1.625 -8.403
C 0.121 1.028 -9.794
H 1.248 2.213 -8.311
H -0.539 2.183 -8.031
C 0.306 -0.325 -9.049
H 0.906 1.253 -10.519
H -0.881 1.164 -10.210
C 1.562 -1.050 -9.485
H 2.432 -0.381 -9.488
H 1.421 -1.441 -10.502
H 1.759 -1.901 -8.820
C -0.911 -1.220 -9.129
H -1.825 -0.685 -8.841
H -0.777 -2.098 -8.482
H -1.025 -1.576 -10.162
V -0.086 0.003 0.624
C -2.070 -0.472 1.387
C -1.970 0.949 1.559
C -1.854 1.550 0.270
H -2.057 1.475 2.506
C -1.956 0.523 -0.717
C -2.097 -0.728 -0.033
H -2.337 -1.684 -0.495
H -2.197 -1.209 2.182
H -1.804 2.622 0.070
H -2.101 0.688 -1.778
C 1.273 -1.632 1.696
C 0.300 -2.160 0.794
C 0.642 -1.712 -0.538
H -0.483 -2.865 1.072
C 1.822 -0.894 -0.432
C 2.211 -0.862 0.939
H 3.122 -0.398 1.312
H 1.324 -1.896 2.751
H 0.186 -2.056 -1.460
H 2.398 -0.485 -1.259
O 0.494 0.753 -2.536
C 0.035 -0.167 -3.550
C -0.282 0.640 -4.800
H -0.831 -0.729 -3.165
H 0.836 -0.895 -3.737
C 0.559 1.915 -4.641
H -1.349 0.904 -4.792
H -0.045 0.104 -5.721
C 0.667 2.062 -3.131
H 0.106 2.792 -5.108
H 1.557 1.748 -5.063
H -0.132 2.715 -2.742
H 1.630 2.474 -2.798
C 1.297 5.327 1.077
C 1.114 4.386 0.053
C 0.949 3.037 0.352
C 0.929 2.615 1.700
C 1.101 3.571 2.725
C 1.302 4.913 2.413
N 0.699 1.272 1.997
C 1.050 0.833 3.292
C 2.368 1.017 3.757
C 2.723 0.603 5.038
C 1.761 0.035 5.880
C 0.453 -0.150 5.427
C 0.095 0.237 4.136
H 1.432 6.384 0.830
H 1.089 4.695 -0.993
H 0.851 2.290 -0.454
H 1.081 3.246 3.770
H 1.452 5.621 3.225
H 3.103 1.479 3.095
H 3.749 0.747 5.372
H 2.038 -0.283 6.889
H -0.314 -0.590 6.064
H -0.922 0.089 3.769

Output
Kohn-Sham gap (alpha / beta) (eV): 6.9 / 7.0
HOMO energy (alpha / beta) (Eh): -0.232 / -0.240
Relative energy (zero: lowest compared OMol25 entry of this formula, charge and spin) (kJ/mol): 0.0
Multiplicity: 3


No. 6
A cluster of 3 separate species, C31H38O11 in total, computed with ωB97M-V/def2-TZVPD.

Cartesian coordinates (Å):
C 0.465 -3.201 3.487
C 1.587 -2.391 4.382
C 2.198 -1.053 3.597
C 3.710 -0.814 4.184
C 4.079 0.739 4.554
C 3.422 1.868 3.562
C 2.289 2.798 4.302
C 1.472 3.617 3.094
C -0.024 3.010 2.809
C -0.138 2.002 1.524
C -1.496 1.384 1.241
C -2.884 1.789 2.012
C -3.846 0.506 2.318
C -4.196 0.551 3.950
C -2.937 -0.051 4.855
O -2.626 -1.462 4.551
C -1.568 0.191 0.076
O -2.676 -0.010 -0.651
C -0.197 -0.768 -0.050
C 1.126 -0.047 0.102
C 1.067 1.572 0.493
O 1.954 2.405 -0.079
H -0.322 -3.739 4.194
H 1.002 -4.063 2.877
H -0.088 -2.519 2.711
H 1.136 -1.996 5.397
H 2.477 -3.126 4.577
H 2.292 -1.351 2.462
H 1.479 -0.133 3.675
H 4.535 -1.325 3.489
H 3.770 -1.422 5.209
H 5.264 0.834 4.445
H 3.846 0.954 5.698
H 4.306 2.602 3.257
H 2.974 1.452 2.563
H 2.831 3.616 4.981
H 1.566 2.215 5.019
H 1.300 4.707 3.545
H 2.130 3.777 2.134
H -0.342 2.346 3.764
H -0.766 3.895 2.720
H -3.482 2.495 1.247
H -2.736 2.377 3.014
H -3.353 -0.536 2.111
H -4.828 0.630 1.660
H -5.155 -0.105 4.095
H -4.422 1.682 4.210
H -1.954 0.571 4.709
H -3.247 0.058 5.995
H -2.104 -1.439 3.678
H -0.262 -1.942 -0.234
H 2.117 -0.657 -0.010
O -1.340 -1.098 -4.089
C -2.505 -1.142 -4.469
C -3.543 -0.253 -3.924
C -4.805 -0.339 -4.347
O -5.786 0.495 -3.841
C -5.209 -1.332 -5.379
O -6.381 -1.399 -5.735
C -4.167 -2.204 -5.943
C -2.904 -2.117 -5.522
O -1.918 -2.931 -6.048
H -3.236 0.463 -3.172
H -6.612 0.237 -4.304
H -4.471 -2.910 -6.705
H -1.093 -2.678 -5.581
O 5.351 -1.701 -6.742
C 4.301 -1.103 -6.532
C 3.231 -1.666 -5.695
C 2.093 -0.995 -5.500
O 1.084 -1.517 -4.711
C 1.865 0.338 -6.121
O 0.802 0.921 -5.939
C 2.945 0.911 -6.939
C 4.084 0.243 -7.132
O 5.104 0.777 -7.897
H 3.409 -2.637 -5.250
H 0.367 -0.846 -4.727
H 2.773 1.889 -7.371
H 5.818 0.103 -7.886

Output
Kohn-Sham gap (eV): 7.8
HOMO energy (Eh): -0.349
Relative energy (zero: lowest compared OMol25 entry of this formula, charge and spin) (kJ/mol): 1097.0
SMILES: CCCCCCCCCC1=C(CCCCO)C(=O)C=CC1=O.O=C1C=C(O)C(=O)C=C1O.O=C1C=C(O)C(=O)C=C1O
Multiplicity: 1


Record-wise strongest force on any atom values, in eV Å⁻¹: 3.81 2.28 0.45 0.79 1.39 8.28